Entry 1:
Here is a single C25H23N5O4S molecule from the Open Molecules 2025 dataset. Energies are from the ωB97M-V functional and the def2-TZVPD basis.

Computed properties:
- Lowest unoccupied orbital energy: -0.61 eV
- SMILES: [H]/N=C1/C(=C/c2ccc(OCc3ccccc3)cc2)C(=O)N=C2SC(CC(=O)N3CCOCC3)=NN21

```
! wB97M-V def2-TZVPD RIJCOSX def2/J DEFGRID3
* xyz 0 1
N 1.555 3.095 -0.973
C 1.624 2.186 -0.102
N 2.858 1.691 0.374
C 2.891 0.664 1.273
N 1.896 0.181 1.894
C 0.625 0.700 1.683
O -0.241 0.455 2.494
C 0.436 1.543 0.475
C -0.726 1.811 -0.192
C -2.086 1.370 -0.099
C -2.635 0.569 0.911
C -3.957 0.177 0.879
C -4.791 0.576 -0.165
C -4.261 1.390 -1.176
C -2.947 1.776 -1.139
H -2.558 2.398 -1.932
H -4.916 1.698 -1.976
O -6.093 0.253 -0.293
C -6.704 -0.572 0.690
C -8.128 -0.802 0.261
C -8.406 -1.701 -0.760
C -9.709 -1.900 -1.181
C -10.745 -1.202 -0.584
C -10.474 -0.302 0.431
C -9.170 -0.100 0.850
H -8.961 0.607 1.641
H -11.279 0.247 0.897
H -11.762 -1.359 -0.911
H -9.916 -2.602 -1.975
H -7.597 -2.243 -1.226
H -6.672 -0.076 1.669
H -6.169 -1.530 0.756
H -4.333 -0.436 1.683
H -2.020 0.265 1.741
H -0.559 2.482 -1.030
S 4.558 0.169 1.498
C 5.022 1.456 0.357
N 4.038 2.115 -0.105
C 6.426 1.697 -0.037
H 6.459 2.643 -0.580
H 7.079 1.748 0.832
C 6.884 0.616 -1.035
O 6.687 0.773 -2.221
N 7.506 -0.474 -0.545
C 7.764 -0.840 0.831
H 7.308 -0.141 1.528
C 7.195 -2.243 1.098
O 7.713 -3.192 0.202
C 7.413 -2.839 -1.130
H 7.845 -3.616 -1.760
C 8.008 -1.473 -1.475
H 7.731 -1.169 -2.485
H 9.099 -1.519 -1.388
H 6.323 -2.813 -1.276
H 7.474 -2.577 2.099
H 6.098 -2.208 1.020
H 8.849 -0.859 0.992
H 2.451 3.436 -1.305
*
```

Löwdin population analysis, charges in e, atoms 1 to 5: 0.159, -0.312, -0.050, -0.571, 0.132



Entry 2:
Here is a molecular structure, C25H23N7O3SnTe from the Open Molecules 2025 dataset. Energies are from the ωB97M-V functional and the def2-TZVPD basis.

Computed properties:
- Lowest unoccupied orbital energy: 0.28 eV

```
! wB97M-V def2-TZVPD RIJCOSX def2/J DEFGRID3
* xyz 0 1
Sn -1.306 0.267 -0.067
O -1.742 -2.063 0.046
N -2.273 -2.571 1.087
N -2.436 -1.756 2.039
O -2.074 -0.497 1.986
C -3.066 -2.222 3.237
C -3.849 -3.371 3.222
C -4.466 -3.775 4.393
C -4.305 -3.046 5.563
C -3.528 -1.898 5.562
C -2.908 -1.479 4.397
H -3.971 -3.929 2.306
H -5.088 -4.660 4.387
H -4.788 -3.375 6.474
H -3.406 -1.324 6.470
H -2.304 -0.584 4.366
N -0.532 2.231 1.627
C 0.369 2.680 2.200
N 1.379 3.207 2.842
C 2.159 2.494 3.848
C 2.062 3.252 5.167
O 2.454 4.604 5.010
C 1.650 5.284 4.062
C 1.735 4.618 2.695
H 3.201 2.461 3.519
H 1.789 1.477 3.958
H 2.736 2.822 5.906
H 1.030 3.202 5.541
H 2.028 6.304 4.013
H 0.604 5.296 4.397
H 2.758 4.679 2.314
H 1.063 5.096 1.986
Te -0.073 -1.654 -2.327
C 1.240 -0.414 -3.445
C 0.762 0.705 -4.116
C 1.629 1.501 -4.851
C 2.979 1.188 -4.908
C 3.461 0.080 -4.228
C 2.594 -0.720 -3.497
C -0.666 -2.643 -4.132
C -1.646 -2.125 -4.969
C -1.953 -2.762 -6.163
C -1.285 -3.924 -6.523
C -0.316 -4.453 -5.682
C -0.009 -3.815 -4.490
H -0.290 0.959 -4.064
H 1.253 2.373 -5.370
H 3.655 1.815 -5.472
H 4.515 -0.163 -4.265
H 2.969 -1.583 -2.961
H -2.168 -1.217 -4.694
H -2.712 -2.351 -6.817
H -1.520 -4.418 -7.457
H 0.206 -5.360 -5.960
H 0.752 -4.222 -3.835
N 0.940 0.258 -0.105
C 1.763 1.061 -0.389
N 2.739 1.820 -0.555
C 2.965 2.853 -1.328
N 3.241 3.789 -1.950
*
```

Löwdin population analysis, charges in e, atoms 1 to 5: 1.134, -0.425, -0.005, -0.231, -0.289



Entry 3:
Here is a molecular structure, C25H24AsCl3N5STc from the Open Molecules 2025 dataset. Energies are from the ωB97M-V functional and the def2-TZVPD basis.

Computed properties:
- Lowest unoccupied orbital energy (spin up / spin down): -10.59 / -12.10 eV

```
! wB97M-V def2-TZVPD RIJCOSX def2/J DEFGRID3
* xyz 3 4
Tc 0.789 -0.504 0.281
S 0.059 -2.659 0.916
C -0.564 -3.509 -0.410
C -1.041 -4.829 -0.144
C -1.570 -5.571 -1.170
C -1.627 -5.034 -2.462
C -1.155 -3.728 -2.735
C -0.637 -2.972 -1.724
As 0.020 -1.186 -1.980
C -0.011 -0.815 -3.845
C 1.070 -1.225 -4.620
C 1.003 -1.051 -5.993
C -0.125 -0.476 -6.565
C -1.194 -0.073 -5.775
C -1.149 -0.237 -4.398
C -1.291 -0.032 -1.125
C -1.127 1.345 -1.373
C -2.061 2.242 -0.896
C -3.152 1.775 -0.165
C -3.322 0.415 0.082
C -2.398 -0.496 -0.399
H -0.977 -5.235 0.859
H -1.935 -6.572 -0.979
H -2.044 -5.624 -3.268
H -1.212 -3.330 -3.741
H 1.954 -1.661 -4.170
H 1.833 -1.360 -6.614
H -0.170 -0.337 -7.637
H -2.070 0.370 -6.229
H -1.983 0.078 -3.787
H -0.287 1.700 -1.963
H -1.950 3.299 -1.097
H -3.885 2.479 0.208
H -4.185 0.067 0.635
H -2.549 -1.554 -0.231
C 0.004 4.807 3.940
C 0.541 3.797 4.948
C 2.031 3.531 4.755
C -0.267 2.495 4.953
N -0.073 1.707 3.710
C 0.824 0.764 3.459
N 0.652 0.403 2.200
N -0.360 1.156 1.708
N -0.797 1.951 2.607
H 0.534 5.752 4.044
H -1.058 5.002 4.091
H 0.149 4.469 2.909
H 0.390 4.194 5.954
H 2.258 3.229 3.726
H 2.408 2.769 5.444
H 2.601 4.440 4.943
H -1.335 2.687 5.027
H 0.039 1.850 5.775
H 1.537 0.372 4.167
Cl 6.129 -0.491 -0.262
C 5.230 -1.614 0.732
Cl 5.419 -3.269 0.199
Cl 5.599 -1.425 2.441
C 3.799 -1.271 0.585
N 2.693 -1.001 0.461
*
```

Löwdin population analysis, charges in e, atoms 1 to 5: 1.034, 0.833, -0.647, -0.044, 0.000



Entry 4:
Here is a molecular structure, C25H24B3N3O25Pb from the Open Molecules 2025 dataset. Energies are from the ωB97M-V functional and the def2-TZVPD basis.

Computed properties:
- Lowest unoccupied orbital energy: 3.32 eV

```
! wB97M-V def2-TZVPD RIJCOSX def2/J DEFGRID3
* xyz -2 1
Pb 1.609 0.936 0.046
O -6.098 0.073 -2.905
C -5.289 0.850 -2.423
O -4.109 1.102 -2.943
B -3.357 2.111 -2.144
O -4.244 2.384 -0.971
C -5.404 1.797 -1.121
O -6.335 1.938 -0.370
O -2.981 3.456 -2.773
C -1.670 3.574 -2.746
O -1.010 4.556 -3.118
C -1.050 2.311 -2.014
O -2.058 1.486 -1.732
O 0.119 2.044 -1.720
O -0.122 1.736 4.915
C -1.066 1.990 4.125
O -2.383 2.242 4.399
B -3.228 2.290 3.225
O -2.282 2.106 2.072
C -1.027 1.872 2.519
O -0.095 1.677 1.750
O -3.944 3.593 3.033
C -5.248 3.317 2.746
O -6.062 4.157 2.310
C -5.407 1.781 2.828
O -4.324 1.289 3.196
O -6.533 1.216 2.670
O 0.078 -1.003 0.440
C -0.921 -1.558 0.883
O -1.878 -2.018 0.256
B -3.096 -2.106 1.136
O -2.578 -1.871 2.516
C -1.264 -1.609 2.387
O -0.587 -1.189 3.327
O -3.778 -3.449 1.018
C -5.134 -3.251 0.772
O -5.988 -4.090 0.611
C -5.337 -1.725 0.656
O -4.123 -1.094 0.820
O -6.409 -1.164 0.444
C 4.769 0.909 -1.717
O 3.835 1.410 -0.881
H 4.595 -0.152 -1.896
H 4.551 1.326 -2.700
H 5.828 1.070 -1.518
C -2.274 -1.777 -3.404
C -1.130 -2.686 -3.868
C -0.007 -2.843 -2.759
C 0.664 -1.516 -2.457
N 1.236 -0.532 -2.275
H -1.767 -0.850 -3.135
H -2.608 -2.260 -2.486
H -3.112 -1.598 -4.078
H -0.606 -2.312 -4.748
H -1.594 -3.641 -4.113
H 0.807 -3.453 -3.149
H -0.377 -3.415 -1.908
C 7.255 2.060 2.341
C 6.787 3.478 2.339
C 5.415 3.634 1.492
C 4.195 2.889 1.863
N 3.253 2.272 2.170
H 7.839 1.773 3.216
H 7.825 1.864 1.433
H 6.392 1.420 2.526
H 7.490 4.148 1.844
H 6.635 3.849 3.353
H 5.527 3.350 0.446
H 4.977 4.631 1.521
C 2.195 -4.769 -0.270
C 3.315 -4.187 -1.145
C 4.135 -2.997 -0.575
C 3.442 -1.978 0.248
N 2.879 -1.262 0.917
H 1.540 -5.430 -0.838
H 1.669 -3.994 0.287
H 2.495 -5.475 0.505
H 2.986 -3.748 -2.087
H 3.986 -5.013 -1.380
H 4.725 -2.484 -1.333
H 4.847 -3.472 0.100
*
```

Löwdin population analysis, charges in e, atoms 1 to 5: 1.573, 0.105, -0.354, 0.193, -0.758



Entry 5:
Here is a molecular structure, C25H24Br2ClN4O3PbSSbSe4 from the Open Molecules 2025 dataset. Energies are from the ωB97M-V functional and the def2-TZVPD basis.

Computed properties:
- Lowest unoccupied orbital energy: 3.85 eV

```
! wB97M-V def2-TZVPD RIJCOSX def2/J DEFGRID3
* xyz -2 1
Pb 0.260 0.991 -0.048
C -0.854 3.010 5.627
C -0.261 1.865 4.867
C 0.443 0.846 5.488
C 1.019 -0.165 4.735
C 0.839 -0.110 3.366
Br 1.635 -1.458 2.285
N 0.152 0.826 2.746
C -0.367 1.810 3.482
H -1.136 2.704 6.636
H -1.734 3.401 5.117
H -0.139 3.832 5.681
H 0.548 0.839 6.567
H 1.584 -0.968 5.185
H -0.890 2.581 2.925
Se 1.429 4.825 3.304
Sb 1.495 4.338 0.929
Se 2.716 2.153 0.511
Se -0.806 3.521 0.218
Se 2.259 6.080 -0.552
C 4.128 0.408 -4.368
C 2.654 0.640 -4.205
C 1.758 0.569 -5.268
C 0.424 0.874 -5.073
C 0.025 1.239 -3.793
Br -1.759 1.809 -3.518
N 0.840 1.265 -2.765
C 2.127 0.975 -2.970
H 4.550 1.105 -5.095
H 4.340 -0.609 -4.698
H 4.643 0.553 -3.420
H 2.109 0.293 -6.257
H -0.294 0.854 -5.880
H 2.761 1.044 -2.092
S 2.381 -2.522 -1.672
C 1.928 -2.691 -3.278
N 0.593 -2.834 -3.614
C 0.158 -2.847 -4.866
C 1.041 -2.783 -5.912
C 2.392 -2.743 -5.537
N 2.835 -2.706 -4.306
H -0.179 -2.971 -2.850
H -0.917 -2.917 -4.976
H 0.721 -2.784 -6.942
H 3.161 -2.745 -6.308
C -3.641 1.034 1.602
C -3.096 0.000 2.537
C -3.174 0.154 3.910
C -2.603 -0.783 4.759
Cl -2.668 -0.521 6.490
C -1.971 -1.900 4.260
C -1.890 -2.076 2.883
C -2.427 -1.123 2.025
O -2.319 -1.166 0.676
C -1.663 -2.296 0.112
C -1.547 -2.175 -1.407
O -1.331 -3.295 -1.970
O -1.585 -1.070 -1.957
H -4.165 1.812 2.157
H -4.321 0.588 0.875
H -2.839 1.515 1.037
H -3.652 1.033 4.323
H -1.517 -2.617 4.930
H -1.359 -2.931 2.495
H -2.207 -3.209 0.367
H -0.637 -2.372 0.489
*
```

Löwdin population analysis, charges in e, atoms 1 to 5: 0.634, -0.068, -0.284, -0.046, -0.110



Entry 6:
Here is a molecular structure, C25H24BrIN3PRhS from the Open Molecules 2025 dataset. Energies are from the ωB97M-V functional and the def2-TZVPD basis.

Computed properties:
- Lowest unoccupied orbital energy: -10.50 eV

```
! wB97M-V def2-TZVPD RIJCOSX def2/J DEFGRID3
* xyz 3 1
Rh 0.092 0.341 -1.638
N 1.733 -0.810 -2.202
C 2.564 -1.247 -1.073
C 3.879 -1.624 -1.266
C 4.615 -2.062 -0.170
C 4.040 -2.123 1.094
C 2.722 -1.736 1.279
C 1.978 -1.291 0.186
P 0.271 -0.776 0.328
C 0.095 0.330 1.711
C -1.094 0.388 2.450
C -1.189 1.247 3.530
C -0.107 2.042 3.888
C 1.083 1.975 3.170
C 1.186 1.128 2.082
C -0.818 -2.177 0.421
C -0.261 -3.458 0.517
C -1.093 -4.558 0.645
C -2.470 -4.390 0.664
C -3.030 -3.120 0.545
C -2.211 -2.015 0.418
H 1.362 -1.633 -2.681
H 2.320 -0.332 -2.885
H 4.333 -1.587 -2.249
H 5.647 -2.358 -0.309
H 4.624 -2.466 1.937
H 2.278 -1.772 2.267
H -1.928 -0.257 2.216
H -2.100 1.277 4.113
H -0.182 2.698 4.745
H 1.935 2.570 3.473
H 2.123 1.065 1.544
H 0.812 -3.599 0.511
H -0.665 -5.547 0.735
H -3.116 -5.252 0.769
H -4.104 -2.999 0.551
H -2.657 -1.035 0.303
N -1.332 0.389 -4.642
C -1.434 -0.871 -4.228
N -1.672 -1.834 -5.092
S -1.290 -1.325 -2.546
H -1.425 0.626 -5.621
H -1.453 1.146 -3.989
H -1.939 -1.649 -6.051
H -1.677 -2.798 -4.792
Br -1.914 1.658 -1.023
C -1.282 3.232 -0.118
C -2.241 3.970 0.550
C -1.850 5.138 1.191
C -0.526 5.547 1.160
C 0.430 4.793 0.491
C 0.043 3.627 -0.153
I 1.526 2.552 -1.160
H -3.276 3.652 0.567
H -2.592 5.729 1.711
H -0.226 6.460 1.655
H 1.461 5.121 0.470
*
```

Löwdin population analysis, charges in e, atoms 1 to 5: 0.135, -0.042, -0.291, 0.011, -0.002



Entry 7:
Here is a molecular structure, C25H24BrN6OS2Tc from the Open Molecules 2025 dataset. Energies are from the ωB97M-V functional and the def2-TZVPD basis.

Computed properties:
- Lowest unoccupied orbital energy (spin up / spin down): -9.40 / -11.09 eV

```
! wB97M-V def2-TZVPD RIJCOSX def2/J DEFGRID3
* xyz 3 4
Tc 0.221 -0.508 0.175
C -1.586 3.408 0.479
C -0.863 2.175 0.087
N -0.676 1.167 0.902
N -1.199 1.255 2.160
C -0.830 0.277 2.949
N -1.283 0.255 4.198
S 0.271 -1.007 2.474
C -0.351 1.985 -1.282
C -0.329 2.978 -2.239
C 0.182 2.686 -3.501
C 0.636 1.407 -3.770
C 0.586 0.456 -2.764
N 0.112 0.742 -1.548
H -1.739 3.454 1.550
H -2.562 3.418 -0.019
H -1.046 4.294 0.144
H -1.864 1.011 4.530
H -0.963 -0.431 4.861
H -0.706 3.965 -2.013
H 0.220 3.455 -4.262
H 1.020 1.137 -4.744
H 0.915 -0.561 -2.937
O 6.404 -0.552 -0.015
C 5.108 -0.374 0.087
C 4.495 0.800 0.551
C 3.127 0.868 0.603
N 2.341 -0.163 0.223
C 2.962 -1.267 -0.200
Br 1.656 -2.604 -0.645
C 4.300 -1.463 -0.304
H 6.928 0.209 0.277
H 5.084 1.648 0.874
H 2.622 1.756 0.961
H 4.743 -2.384 -0.654
N -1.626 -1.247 -0.113
S -1.928 -2.855 -0.380
C -3.588 -2.842 -1.018
C -4.385 -3.958 -0.788
C -5.650 -3.986 -1.353
C -6.094 -2.925 -2.133
C -5.274 -1.830 -2.366
C -4.000 -1.784 -1.819
C -2.074 -3.628 1.195
C -3.018 -3.196 2.124
C -3.065 -3.827 3.352
C -2.185 -4.872 3.637
C -1.250 -5.290 2.702
C -1.188 -4.664 1.463
H -2.459 -0.761 0.215
H -4.040 -4.784 -0.180
H -6.289 -4.841 -1.181
H -7.082 -2.958 -2.569
H -5.621 -1.015 -2.985
H -3.345 -0.950 -2.036
H -3.716 -2.402 1.886
H -3.801 -3.524 4.085
H -2.244 -5.374 4.594
H -0.582 -6.109 2.926
H -0.486 -5.004 0.711
*
```

Löwdin population analysis, charges in e, atoms 1 to 5: 1.237, 0.024, -0.203, -0.152, 0.027



Entry 8:
Here is a molecular structure, C25H24Cl2FN3PdSb from the Open Molecules 2025 dataset. Energies are from the ωB97M-V functional and the def2-TZVPD basis.

Computed properties:
- Lowest unoccupied orbital energy: 2.70 eV

```
! wB97M-V def2-TZVPD RIJCOSX def2/J DEFGRID3
* xyz -1 1
Pd -0.336 0.412 -0.046
C 1.749 2.774 1.271
C 2.552 1.546 0.956
C 3.861 1.640 0.496
C 4.584 0.487 0.239
C 3.984 -0.738 0.469
C 2.664 -0.754 0.918
N 1.957 0.353 1.133
Sb 1.776 -2.695 1.311
C 0.304 -1.968 2.708
C 0.166 -2.501 3.987
C -0.792 -1.946 4.826
C -1.571 -0.898 4.363
C -1.377 -0.424 3.064
C -2.175 0.690 2.452
N -0.444 -0.960 2.273
C 0.411 -2.911 -0.364
C 0.703 -3.893 -1.308
C -0.187 -4.091 -2.349
C -1.338 -3.324 -2.393
C -1.566 -2.362 -1.413
C -2.810 -1.522 -1.423
N -0.680 -2.151 -0.425
H 2.226 3.671 0.871
H 0.754 2.660 0.838
H 1.644 2.884 2.354
H 4.304 2.616 0.336
H 5.602 0.543 -0.130
H 4.514 -1.666 0.292
H 0.793 -3.322 4.314
H -0.928 -2.326 5.832
H -2.325 -0.446 4.996
H -2.404 1.480 3.169
H -1.580 1.066 1.586
H -3.115 0.302 2.048
H 1.615 -4.472 -1.232
H 0.012 -4.833 -3.114
H -2.061 -3.457 -3.189
H -3.262 -1.496 -2.415
H -3.542 -1.928 -0.718
H -2.550 -0.511 -1.112
F -3.278 5.279 -2.923
C -2.651 4.234 -2.295
C -1.545 3.658 -2.881
C -0.920 2.594 -2.224
C -1.350 2.071 -0.990
C -2.481 2.716 -0.464
C -3.137 3.781 -1.089
H -1.183 4.033 -3.833
H -0.053 2.159 -2.712
H -2.895 2.388 0.487
H -4.011 4.252 -0.650
Cl 3.392 -1.970 -2.965
C 2.500 -0.457 -3.304
Cl 1.267 -0.024 -2.031
H 1.985 -0.588 -4.248
H 3.227 0.345 -3.351
*
```

Löwdin population analysis, charges in e, atoms 1 to 5: 0.240, -0.044, -0.342, -0.045, -0.089



Number 1: energy -1939.37142 a.u., largest force on an atom 1.13 eV Å⁻¹. Number 2: energy -2057.63558 a.u., largest force on an atom 1.26 eV Å⁻¹. Number 3: energy -5335.07148 a.u., largest force on an atom 1.42 eV Å⁻¹. Number 4: energy -3280.44778 a.u., largest force on an atom 7.76 eV Å⁻¹. Number 5: energy -17457.32688 a.u., largest force on an atom 0.45 eV Å⁻¹. Number 6: energy -4852.27041 a.u., largest force on an atom 0.11 eV Å⁻¹. Number 7: energy -4821.11053 a.u., largest force on an atom 0.70 eV Å⁻¹. Number 8: energy -2519.64385 a.u., largest force on an atom 0.82 eV Å⁻¹.